{"formula": "C29H34N3", "method": "ωB97M-V/def2-TZVPD", "symbols": ["C", "C", "C", "C", "C", "C", "C", "C", "C", "C", "C", "C", "N", "C", "C", "C", "C", "C", "C", "N", "C", "C", "C", "N", "C", "C", "C", "C", "C", "C", "C", "C", "H", "H", "H", "H", "H", "H", "H", "H", "H", "H", "H", "H", "H", "H", "H", "H", "H", "H", "H", "H", "H", "H", "H", "H", "H", "H", "H", "H", "H", "H", "H", "H", "H", "H"], "coordinates": [[3.970, -4.259, 2.939], [2.807, -3.371, 2.481], [1.617, -3.916, 1.964], [0.653, -3.062, 1.363], [0.825, -1.667, 1.324], [-0.289, -0.724, 0.776], [-1.156, -1.464, -0.247], [-2.573, -1.401, -0.327], [-3.627, -0.675, 0.486], [-3.716, -1.168, 1.929], [-5.033, -0.848, -0.091], [-3.206, 0.757, 0.273], [-3.036, -2.276, -1.241], [-1.947, -2.953, -1.804], [-2.055, -3.852, -2.868], [-0.848, -4.490, -3.211], [0.338, -4.216, -2.522], [0.431, -3.177, -1.561], [-0.754, -2.432, -1.240], [0.257, 0.627, 0.443], [0.381, 1.645, 1.379], [0.866, 2.919, 1.053], [1.224, 3.246, -0.318], [1.690, 4.477, -0.742], [1.751, 4.807, -2.134], [2.245, 6.285, -2.294], [2.759, 6.678, -0.877], [2.140, 5.594, 0.103], [1.004, 2.161, -1.232], [0.550, 0.939, -0.847], [1.938, -1.123, 1.999], [2.955, -1.975, 2.491], [4.766, -3.622, 3.319], [3.668, -4.968, 3.711], [4.378, -4.857, 2.111], [1.416, -4.996, 2.031], [-0.289, -3.515, 1.065], [-0.941, -0.467, 1.695], [-2.769, -1.161, 2.506], [-4.451, -0.586, 2.499], [-4.107, -2.195, 1.957], [-5.096, -0.525, -1.142], [-5.416, -1.873, -0.019], [-5.733, -0.236, 0.471], [-3.244, 0.919, -0.827], [-3.827, 1.496, 0.782], [-2.153, 0.909, 0.548], [-4.014, -2.427, -1.510], [-2.990, -3.938, -3.428], [-0.861, -5.221, -4.034], [1.264, -4.801, -2.782], [1.360, -2.953, -1.056], [0.090, 1.392, 2.378], [0.934, 3.654, 1.886], [0.796, 4.737, -2.674], [2.484, 4.207, -2.678], [1.445, 6.989, -2.601], [3.095, 6.374, -3.030], [3.874, 6.629, -0.872], [2.471, 7.736, -0.628], [2.938, 5.337, 0.827], [1.338, 6.104, 0.664], [1.161, 2.239, -2.287], [0.388, 0.105, -1.516], [1.989, -0.055, 2.278], [3.878, -1.522, 2.910]], "forces_ev_per_a": [[-0.5, 0.3, -0.3], [0.4, -0.2, -0.5], [-0.4, 1.1, -0.2], [0.5, -0.5, 1.1], [0.3, 0.4, 0.8], [-1.1, -1.2, 2.3], [-1.1, 1.3, 0.0], [0.3, -0.8, 0.9], [0.2, 0.0, -0.2], [0.3, -0.2, 0.8], [-0.2, -0.1, -0.6], [0.4, 1.0, -0.4], [1.0, -0.7, -0.8], [-1.1, 0.9, -0.7], [1.6, 0.0, 0.1], [-1.3, -0.1, -0.4], [1.3, 0.6, 0.6], [-1.0, -0.2, -0.9], [0.3, -2.0, -0.1], [0.2, 1.7, -0.4], [0.6, 0.2, -1.7], [-0.1, -0.5, 0.1], [0.0, 0.5, 0.4], [-0.6, -1.3, 1.4], [0.5, 1.2, -2.3], [0.5, 0.3, 0.4], [0.2, -0.2, -0.2], [0.7, 1.6, 0.3], [0.0, 0.5, 0.0], [-0.1, -0.6, 1.1], [0.3, -0.7, 0.2], [-0.4, 0.4, 0.0], [0.1, -0.1, 0.1], [0.0, 0.1, 0.0], [-0.2, 0.3, 0.1], [0.2, 0.6, -0.1], [0.3, 0.2, -0.3], [0.8, -0.6, -1.4], [-0.4, 0.1, -0.4], [0.2, 0.1, -0.2], [0.3, 0.2, -0.1], [0.0, -0.1, 0.3], [0.2, 0.1, 0.0], [0.0, 0.2, 0.1], [-0.1, 0.3, 0.7], [-0.1, 0.0, 0.0], [-0.5, 0.1, 0.1], [0.9, 0.2, 0.4], [0.4, -0.4, 0.3], [0.1, 0.4, 0.5], [-1.1, 0.7, 0.3], [0.1, -0.1, -0.2], [-0.1, 0.0, 0.3], [0.0, -0.6, -0.9], [0.0, -0.4, 0.5], [-0.1, -0.4, 0.2], [0.3, -0.7, 0.1], [-1.1, -0.2, 0.6], [-0.9, 0.0, 0.2], [0.2, -1.2, 0.0], [-0.6, -0.4, -0.3], [-0.1, -0.6, -0.2], [0.2, 0.4, -0.4], [0.1, 0.2, -0.3], [0.2, -0.6, -0.7], [-0.8, -0.4, -0.2]], "nbo_charge": [-0.63, 0.01, -0.21, -0.21, 0.01, -0.08, -0.26, 0.36, -0.14, -0.60, -0.62, -0.58, -0.54, 0.11, -0.22, -0.21, -0.23, -0.22, -0.03, -0.33, 0.09, -0.29, 0.31, -0.37, -0.24, -0.41, -0.41, -0.23, -0.30, 0.11, -0.23, -0.22, 0.22, 0.23, 0.23, 0.23, 0.23, 0.23, 0.21, 0.22, 0.22, 0.21, 0.21, 0.23, 0.22, 0.22, 0.19, 0.43, 0.23, 0.23, 0.23, 0.22, 0.24, 0.26, 0.21, 0.21, 0.22, 0.23, 0.22, 0.23, 0.22, 0.21, 0.25, 0.25, 0.20, 0.22], "homo_energy_ha": -0.37587, "smiles": "Cc1ccc([C@H](c2c(C(C)(C)C)[nH]c3ccccc23)[n+]2ccc(N3CCCC3)cc2)cc1", "homo_lumo_gap_ha": 0.2656, "total_charge": 1}